The following is a DFT calculation (wB97M-V/def2-TZVPD) of the ion C6H9N2O2 with charge +1 at a distorted geometry.

Results
- Molar mass: 141.15 g mol⁻¹
- 2S+1: 3
- HOMO energy (spin up / spin down): -12.03 / -13.40 eV
- Largest force on an atom: 5.50 eV/A
- E_LUMO (spin up / spin down): -0.15366 / -0.25167 Ha
- Charge: +1
- HOMO-LUMO gap (spin up / spin down): 7.8 / 6.6 eV
- ⟨S²⟩: 2.041

Each line ends with the Mulliken spin population.
Positions of all 19 atoms, in Å:
C1 1.26375 1.06974 -0.87418  0.485
C2 2.00830 -0.00312 -0.50430  -0.110
C3 0.08760 1.48099 -0.14387  0.016
C4 -0.88548 -0.51405 -0.82215  0.824
C5 -0.24374 2.74502 0.09002  0.129
C6 -2.44437 -1.80334 0.30056  0.060
N1 2.07643 -0.75519 0.53320  0.426
N2 -0.83951 0.46132 0.10180  0.018
O1 3.01423 -1.75194 0.49363  0.135
O2 -1.61614 -1.53944 -0.87658  -0.017
H1 1.72843 1.72381 -1.63370  0.009
H2 2.88032 -0.22652 -1.15233  -0.003
H3 -1.13413 2.98977 0.66655  0.006
H4 0.43663 3.58862 -0.05906  0.002
H5 -3.26614 -2.46365 -0.00399  0.000
H6 -2.81388 -0.79448 0.59204  0.001
H7 -1.84934 -2.38176 1.03931  -0.002
H8 -1.40949 0.53336 0.86148  0.026
H9 3.00654 -2.35914 1.39156  -0.006

---

The following is a DFT calculation (wB97M-V/def2-TZVPD) of the ion C6H9N2O3S with charge +1 at a distorted geometry.

Results
- Molar mass: 189.22 g mol⁻¹
- 2S+1: 1
- HOMO energy: -13.26 eV
- Largest force on an atom: 4.86 eV/A
- E_LUMO: -0.16663 Ha
- Charge: +1
- HOMO-LUMO gap: 8.7 eV

Each line ends with the Mulliken charge.
Positions of all 21 atoms, in Å:
C1 -0.99127 0.83101 0.18721  -0.028
C2 -0.54955 -0.42633 -0.02230  0.021
C3 -2.77735 -2.22654 -0.04434  0.639
C4 -2.96960 2.47503 0.06408  -0.719
C5 2.13216 -2.84070 -0.10927  -0.723
C6 0.91762 -0.76983 -0.10613  -0.465
N1 -2.34498 1.13294 0.21738  -0.020
N2 -3.07374 0.05275 0.11666  0.148
O1 -4.27632 0.15603 -0.00933  -0.531
O2 -3.83154 -2.55765 -0.27392  -0.149
O3 1.16315 -1.99998 0.59447  -0.347
S1 -1.11500 -2.11616 0.14997  0.107
H1 -0.34783 1.59575 0.26517  0.496
H2 -2.18750 3.14029 0.47020  0.316
H3 -3.17681 2.75460 -0.97544  0.293
H4 -3.86056 2.26958 0.54536  0.315
H5 2.78686 -2.05803 -0.54597  0.351
H6 1.73239 -3.35144 -0.87088  0.354
H7 2.42246 -3.43351 0.71716  0.265
H8 1.24542 -0.80067 -1.23521  0.327
H9 1.66005 -0.14889 0.43140  0.353

---

The following is a DFT calculation (wB97M-V/def2-TZVPD) of an isolated molecule of C6H9N3O at a distorted geometry.

Results
- Molar mass: 139.16 g mol⁻¹
- 2S+1: 1
- HOMO energy: -8.60 eV
- Largest force on an atom: 3.35 eV/A
- E_LUMO: 0.02497 Ha
- Charge: 0
- HOMO-LUMO gap: 9.3 eV
- Structure (SMILES): [H]/N=C/C(=C=N)CCNC=O

Each line ends with the Mulliken charge.
Positions of all 19 atoms, in Å:
C1 2.79449 -0.52260 0.11184  0.177
C2 -0.09828 1.62470 0.29252  0.415
C3 -2.14511 0.85556 -0.39968  -0.541
C4 -0.51373 -0.75313 0.82092  -0.579
C5 0.38264 -1.56277 -0.18547  -0.917
C6 -0.83652 0.54884 0.17722  0.101
N1 0.70015 2.49730 0.06175  -0.419
N2 -2.97526 -0.07114 -0.55514  -0.553
N3 1.56692 -0.81342 -0.51917  -0.189
O1 3.56151 0.27852 -0.35421  -0.528
H1 2.87103 -1.25747 1.04200  0.230
H2 -2.36794 1.81702 -0.78032  0.456
H3 -1.39725 -1.23991 0.93990  0.535
H4 -0.11632 -0.41648 1.79306  0.274
H5 0.80604 -2.42362 0.23145  0.396
H6 -0.30539 -1.90148 -0.94773  0.351
H7 0.76220 3.44226 0.36821  0.269
H8 -3.91015 0.08521 -0.87980  0.223
H9 1.22097 -0.18740 -1.21736  0.301

---

The following is a DFT calculation (wB97M-V/def2-TZVPD) of an isolated molecule of C6H9N3O2 at a distorted geometry.

Results
- Molar mass: 155.16 g mol⁻¹
- 2S+1: 1
- HOMO energy: -9.85 eV
- Largest force on an atom: 4.25 eV/A
- E_LUMO: 0.00331 Ha
- Charge: 0
- HOMO-LUMO gap: 9.9 eV
- Structure (SMILES): CC[C@]1(C(=O)OC)C=NN=N1

Each line ends with the Mulliken charge.
Positions of all 20 atoms, in Å:
C1 0.86606 -0.36110 -1.70598  -0.496
C2 -0.69590 1.01921 -0.28665  0.188
C3 0.30960 -0.18538 -0.29149  1.431
C4 0.55302 -2.59097 0.55007  -1.232
C5 -1.23649 3.03226 0.87312  -0.727
C6 -0.33812 -1.44000 0.25546  -0.629
N1 2.12344 -0.22104 -1.75439  -0.332
N2 1.59743 0.17259 0.36094  -0.137
N3 2.52871 0.11340 -0.39905  -0.482
O1 -1.65013 1.03781 -0.99715  -0.556
O2 -0.38351 1.95071 0.60196  -0.297
H1 0.28936 -0.74540 -2.46778  0.533
H2 1.38592 -2.76605 -0.20669  0.345
H3 -0.07983 -3.42514 0.71066  0.435
H4 0.95232 -2.50960 1.70053  0.232
H5 -1.84312 2.51064 1.51062  0.355
H6 -1.79563 3.39752 0.00042  0.301
H7 -0.72704 3.94751 1.12994  0.252
H8 -0.96898 -1.14566 1.04001  0.508
H9 -0.88713 -1.79130 -0.62456  0.307

---

What did we get for ΔE to the lowest compared entry with this formula, charge and spin? Answer: 376.76, 189.73, 298.94, 411.21 kJ/mol, in the order shown.